No. 1
A single C12H16N2 molecule at a distorted geometry, computed with wB97M-V/def2-TZVPD.

Bonds (Å) are listed after each position.
Element x y z (Å)
1 C -3.44164 -0.09648 0.50919  C2 1.425, C6 1.465, H15 1.191
2 C -2.94148 -1.37238 0.11990  C1 1.425, C3 1.373, H16 1.168
3 C -1.63624 -1.47946 -0.29257  C2 1.373, C4 1.398, H17 1.094
4 C -0.86778 -0.31622 -0.39093  C3 1.398, C5 1.367, N14 1.488
5 C -1.39082 0.91330 -0.10232  C4 1.367, C6 1.420, C7 1.496
6 C -2.63070 1.12239 0.55687  C1 1.465, C5 1.420, H18 1.045
7 C -0.26780 1.88613 -0.27364  C5 1.496, C8 1.520, H19 1.099, H20 1.183
8 C 0.92802 1.17648 -0.88815  C7 1.520, C9 1.480, N14 1.394, H21 1.137
9 C 2.10665 1.42665 -0.02903  C8 1.480, C10 1.571, H22 1.137, H23 1.091
10 C 1.96253 0.52468 1.24973  C9 1.571, N11 1.498, H24 1.205, H25 1.131
11 N 2.62723 -0.80448 1.05849  C10 1.498, C12 1.424, H26 1.101
12 C 1.87725 -1.68896 0.23260  N11 1.424, C13 1.524, H27 1.132, H28 1.138
13 C 1.54041 -1.07555 -1.12085  C12 1.524, N14 1.448, H29 1.234, H30 1.162
14 N 0.45206 -0.12378 -1.05078  C4 1.488, C8 1.394, C13 1.448
15 H -4.61102 -0.06319 0.73465  C1 1.191
16 H -3.66892 -2.22909 0.43714  C2 1.168
17 H -1.13262 -2.43388 -0.47491  C3 1.094
18 H -3.00734 2.05522 0.83918  C6 1.045
19 H -0.05632 2.09224 0.78487  C7 1.099
20 H -0.53078 2.97161 -0.66298  C7 1.183
21 H 0.93557 1.78135 -1.85069  C8 1.137
22 H 2.99089 1.03643 -0.62799  C9 1.137
23 H 2.18502 2.48629 0.21693  C9 1.091
24 H 0.79789 0.34771 1.50435  C10 1.205
25 H 2.60745 0.96056 2.07064  C10 1.131
26 H 2.87383 -1.29872 2.01090  N11 1.101
27 H 1.04909 -2.27619 0.73435  C12 1.132
28 H 2.63004 -2.53585 0.13193  C12 1.138
29 H 1.42555 -1.99646 -1.93381  C13 1.234
30 H 2.52626 -0.52366 -1.39324  C13 1.162

The SMILES is c1ccc2c(c1)C[C@H]1CCNCCN21. For the frontier orbital gap, the calculation gives 8.418 eV. The value obtained for the energy above the lowest of the compared OMol25 structures with the same formula, charge and spin is 81.0 kcal/mol. As for the HOMO energy: -7.507 eV.

natural (NBO) atomic charge list, values in e, 4 entries: -0.210, -0.239, -0.242, 0.154


No. 2
A single C12H16N2OS molecule, computed with wB97M-V/def2-TZVPD.

Bonds (Å) are listed after each position.
Element x y z (Å)
1 O 1.82870 -1.08268 -1.96601  C2 1.212
2 C 1.78162 -0.42636 -0.94763  O1 1.212, C3 1.529, N11 1.341
3 C 2.27616 1.02052 -0.92009  C2 1.529, S4 1.824, H17 1.090, H18 1.091
4 S 1.30908 2.09854 0.18938  C3 1.824, C5 1.773
5 C -0.34968 1.66892 -0.26485  S4 1.773, C6 1.392, N10 1.322
6 C -0.70706 1.30198 -1.55892  C5 1.392, C7 1.383, H19 1.077
7 C -2.03226 0.97884 -1.78953  C6 1.383, C8 1.388, H20 1.080
8 C -2.94221 1.04564 -0.74326  C7 1.388, C9 1.386, H21 1.078
9 C -2.47578 1.44132 0.50023  C8 1.386, N10 1.320, H22 1.082
10 N -1.21127 1.73803 0.73584  C5 1.322, C9 1.320
11 N 1.34790 -0.88144 0.23654  C2 1.341, C12 1.448, H23 1.011
12 C 0.76672 -2.19542 0.41986  N11 1.448, C13 1.527, C16 1.543, H24 1.093
13 C 0.79753 -2.55770 1.90335  C12 1.527, C14 1.527, H25 1.089, H26 1.090
14 C -0.45422 -1.87914 2.45547  C13 1.527, C15 1.530, H27 1.089, H28 1.091
15 C -1.50820 -2.14372 1.37790  C14 1.530, C16 1.538, H29 1.090, H30 1.089
16 C -0.73200 -2.21461 0.05170  C12 1.543, C15 1.538, H31 1.089, H32 1.089
17 H 2.29515 1.42491 -1.93187  C3 1.090
18 H 3.29092 1.04701 -0.51982  C3 1.091
19 H 0.01578 1.26294 -2.35665  C6 1.077
20 H -2.34945 0.68043 -2.77798  C7 1.080
21 H -3.98109 0.79754 -0.89093  C8 1.078
22 H -3.13462 1.51791 1.35526  C9 1.082
23 H 1.26181 -0.22844 1.00293  N11 1.011
24 H 1.33951 -2.88151 -0.20939  C12 1.093
25 H 1.71545 -2.22750 2.38761  C13 1.089
26 H 0.71484 -3.63895 2.01462  C13 1.090
27 H -0.74733 -2.27356 3.42684  C14 1.089
28 H -0.29041 -0.80528 2.56195  C14 1.091
29 H -2.00474 -3.09484 1.57141  C15 1.090
30 H -2.26891 -1.36469 1.36020  C15 1.089
31 H -0.96471 -1.37275 -0.59910  C16 1.089
32 H -0.97127 -3.12543 -0.49429  C16 1.089

The SMILES is O=C(CSc1ccccn1)NC1CCCC1. For the frontier orbital gap, the calculation gives 9.539 eV. The value obtained for the energy above the lowest of the compared OMol25 structures with the same formula, charge and spin is 0.0 kcal/mol. As for the HOMO energy: -8.793 eV.

natural (NBO) atomic charge list, values in e, 4 entries: -0.624, 0.671, -0.627, 0.258


No. 3
A single C12H16N2S molecule, computed with wB97M-V/def2-TZVPD.

Bonds (Å) are listed after each position.
Element x y z (Å)
1 C -4.98552 -0.40768 -0.21079  C2 1.527, H16 1.087, H17 1.088, H18 1.088
2 C -3.53434 -0.21317 0.22357  C1 1.527, C3 1.527, C4 1.533, H19 1.096
3 C -3.47314 0.68416 1.45700  C2 1.527, H20 1.087, H21 1.088, H22 1.088
4 C -2.72255 0.36379 -0.94213  C2 1.533, C5 1.518, H23 1.093, H24 1.093
5 C -1.23072 0.45803 -0.67686  C4 1.518, S6 1.830, H25 1.088, H26 1.089
6 S -0.51270 -1.19180 -0.34119  C5 1.830, C7 1.732
7 C 1.14827 -0.71216 -0.23030  S6 1.732, N8 1.301, N15 1.368
8 N 1.59081 0.50359 -0.37139  C7 1.301, C9 1.374
9 C 2.95121 0.41289 -0.20008  N8 1.374, C10 1.389, C14 1.415
10 C 3.92641 1.40079 -0.24390  C9 1.389, C11 1.380, H27 1.078
11 C 5.23482 1.01682 -0.03041  C10 1.380, C12 1.395, H28 1.080
12 C 5.57952 -0.31106 0.22088  C11 1.395, C13 1.382, H29 1.080
13 C 4.62504 -1.30984 0.26831  C12 1.382, C14 1.383, H30 1.080
14 C 3.31225 -0.93159 0.05517  C9 1.415, C13 1.383, N15 1.375
15 N 2.12846 -1.63089 0.02931  C7 1.368, C14 1.375, H31 1.005
16 H -5.56912 -0.84535 0.59542  C1 1.087
17 H -5.04531 -1.06775 -1.07307  C1 1.088
18 H -5.43227 0.54808 -0.47744  C1 1.088
19 H -3.11331 -1.19199 0.47974  C2 1.096
20 H -2.46240 0.74757 1.85066  C3 1.087
21 H -4.11209 0.28532 2.24149  C3 1.088
22 H -3.81525 1.68833 1.21390  C3 1.088
23 H -2.88327 -0.26119 -1.82396  C4 1.093
24 H -3.08599 1.36866 -1.17331  C4 1.093
25 H -0.99870 1.07973 0.18528  C5 1.088
26 H -0.69642 0.84805 -1.54201  C5 1.089
27 H 3.65827 2.42660 -0.43826  C10 1.078
28 H 6.01651 1.76159 -0.05830  C11 1.080
29 H 6.61682 -0.56405 0.38204  C12 1.080
30 H 4.89120 -2.33801 0.46283  C13 1.080
31 H 1.99351 -2.61746 0.16782  N15 1.005

The SMILES is CC(C)CCSc1nc2ccccc2[nH]1. For the frontier orbital gap, the calculation gives 8.572 eV. The value obtained for the energy above the lowest of the compared OMol25 structures with the same formula, charge and spin is 0.0 kcal/mol. As for the HOMO energy: -7.962 eV.

natural (NBO) atomic charge list, values in e, 4 entries: -0.598, -0.218, -0.610, -0.411


Look up the frontier orbital gap of the first one.
8.418 eV